Entry 1:
84
Properties=species:S:1:pos:R:3 method="wB97M-V/def2-TZVPD" de_lowest_kj_mol=254.3 homo_ev="-6.49 / -6.44" homo_lumo_gap_ev="6.3 / 5.2" spin_multiplicity=6
Fe 0.182 0.271 0.124
Se -3.029 -2.299 2.298
Te -1.465 -3.438 0.879
Te -0.690 -3.560 -2.408
Se -0.201 -1.824 -0.647
Cl 0.713 2.753 0.375
C 1.648 4.188 -0.199
Cl 0.610 5.289 -1.103
H 2.442 3.791 -0.809
H 2.005 4.688 0.689
C -2.025 -0.973 6.425
C -1.963 0.525 6.124
C -3.036 0.928 5.113
C -0.574 0.953 5.645
N -0.227 0.411 4.314
C -0.364 0.944 3.115
N 0.061 0.075 2.235
N 0.496 -1.010 2.924
N 0.328 -0.820 4.177
H -3.008 -1.237 6.830
H -1.265 -1.271 7.152
H -1.877 -1.562 5.514
H -2.120 1.084 7.050
H -2.959 0.334 4.195
H -2.968 1.992 4.847
H -4.035 0.751 5.524
H 0.200 0.603 6.324
H -0.516 2.037 5.573
H -0.788 1.918 2.905
C 4.798 -0.215 -4.221
C 5.103 -0.185 -2.740
C 5.688 -1.512 -2.286
C 6.044 0.972 -2.415
O 3.795 -0.018 -2.102
P 3.442 0.647 -0.712
O 3.618 2.119 -0.701
O 2.060 0.087 -0.376
O 4.516 -0.059 0.233
C 4.840 0.327 1.604
C 5.781 1.527 1.578
C 3.582 0.643 2.405
C 5.535 -0.885 2.187
H 5.712 -0.406 -4.787
H 4.376 0.741 -4.542
H 4.076 -1.004 -4.439
H 6.636 -1.696 -2.798
H 4.996 -2.323 -2.522
H 5.859 -1.507 -1.209
H 6.959 0.870 -3.003
H 6.309 0.982 -1.355
H 5.570 1.927 -2.654
H 5.321 2.352 1.030
H 6.722 1.262 1.085
H 6.003 1.849 2.601
H 3.069 1.520 1.997
H 3.863 0.851 3.440
H 2.900 -0.207 2.383
H 6.397 -1.155 1.571
H 4.851 -1.737 2.218
H 5.881 -0.668 3.201
O -1.810 1.018 0.014
S -2.484 2.319 0.425
C -3.041 3.027 -1.106
C -3.594 4.301 -1.095
C -3.982 4.869 -2.298
C -3.804 4.167 -3.489
C -3.240 2.897 -3.479
C -2.847 2.313 -2.278
C -4.028 1.841 1.129
C -4.511 2.597 2.189
C -5.715 2.230 2.782
C -6.396 1.109 2.318
C -5.889 0.358 1.259
C -4.698 0.722 0.651
H -3.721 4.844 -0.161
H -4.418 5.861 -2.311
H -4.104 4.618 -4.428
H -3.100 2.356 -4.408
H -2.393 1.329 -2.245
H -3.952 3.458 2.551
H -6.113 2.810 3.607
H -7.328 0.813 2.790
H -6.420 -0.522 0.909
H -4.275 0.132 -0.158


Entry 2:
111
Properties=species:S:1:pos:R:3 method="wB97M-V/def2-TZVPD" de_lowest_kj_mol=36.2 homo_ev="-7.01 / -7.82" homo_lumo_gap_ev="7.1 / 6.6" spin_multiplicity=2
Pb -0.294 0.117 0.171
C -2.006 -4.204 -0.891
C -1.443 -2.975 -1.251
N -0.935 -2.370 -0.184
N -1.146 -3.178 0.869
C -1.794 -4.288 0.471
B -0.886 -2.704 2.326
N 0.552 -2.194 2.484
C 1.574 -2.853 3.059
C 2.707 -2.071 2.958
C 2.276 -0.927 2.281
N 0.982 -1.013 2.010
N -1.926 -1.585 2.562
C -2.994 -1.654 3.374
C -3.885 -0.662 3.019
C -3.270 -0.021 1.942
N -2.090 -0.572 1.686
H -2.500 -4.914 -1.530
H -1.392 -2.509 -2.224
H -2.069 -5.061 1.168
H -1.074 -3.605 3.088
H 1.434 -3.818 3.516
H 3.698 -2.299 3.310
H 2.836 -0.058 1.975
H -3.061 -2.410 4.138
H -4.837 -0.430 3.460
H -3.633 0.789 1.336
O -1.548 4.820 0.331
C -2.793 4.828 -0.182
C -3.526 6.013 -0.174
C -4.824 6.041 -0.652
C -5.414 4.886 -1.147
C -4.683 3.709 -1.159
C -3.378 3.661 -0.688
C -2.613 2.346 -0.703
O -1.602 2.232 0.202
N -2.110 2.191 -2.107
N -1.290 1.193 -2.363
C -1.189 0.705 -3.544
C -0.173 -0.261 -3.892
Br 1.344 -0.342 -2.712
C -0.144 -1.037 -4.982
C -1.237 -1.235 -5.938
C -0.914 -1.497 -7.273
C -1.904 -1.730 -8.211
C -3.237 -1.742 -7.825
C -3.570 -1.501 -6.500
C -2.583 -1.243 -5.563
H -1.292 3.855 0.356
H -3.060 6.902 0.233
H -5.383 6.967 -0.624
H -6.436 4.898 -1.503
H -5.142 2.794 -1.522
H -3.368 1.535 -0.591
H -2.741 2.497 -2.844
H -1.827 1.062 -4.357
H 0.763 -1.593 -5.185
H 0.130 -1.497 -7.562
H -1.634 -1.911 -9.243
H -4.012 -1.965 -8.547
H -4.609 -1.524 -6.196
H -2.848 -1.081 -4.526
C 1.997 -4.204 -0.863
C 2.928 -3.055 -0.558
N 4.206 -3.406 -0.261
O 2.571 -1.890 -0.557
H 1.271 -3.883 -1.606
H 2.529 -5.085 -1.220
H 1.458 -4.463 0.050
H 4.511 -4.361 -0.236
H 4.856 -2.681 -0.012
C -0.924 1.933 4.774
Si -0.990 3.281 3.429
C -0.565 4.972 4.187
C -2.822 3.460 3.002
Ge 0.815 2.522 1.936
Si 2.638 2.373 3.625
C 4.430 2.177 2.992
C 2.414 0.951 4.884
C 2.783 3.951 4.689
Si 1.944 3.768 0.149
C 0.999 4.207 -1.427
C 2.664 5.359 0.897
C 3.354 2.616 -0.392
H -1.799 1.967 5.426
H -0.034 2.037 5.398
H -0.890 0.942 4.312
H -1.272 5.207 4.985
H -0.638 5.754 3.429
H 0.438 5.004 4.607
H -3.393 3.683 3.906
H -3.213 2.544 2.576
H -3.003 4.261 2.289
H 4.572 1.291 2.368
H 5.102 2.082 3.848
H 4.752 3.048 2.418
H 1.634 0.255 4.576
H 2.141 1.341 5.866
H 3.337 0.380 4.999
H 2.719 4.861 4.088
H 3.743 3.967 5.210
H 1.998 3.996 5.445
H 0.307 5.030 -1.257
H 0.421 3.348 -1.774
H 1.689 4.496 -2.223
H 1.864 5.999 1.273
H 3.227 5.922 0.150
H 3.333 5.134 1.730
H 2.951 1.709 -0.849
H 3.969 2.311 0.454
H 4.007 3.099 -1.122


Entry 3:
8
Properties=species:S:1:pos:R:3 method="wB97M-V/def2-TZVPD" de_lowest_kj_mol=208.5 homo_ev=-10.02 homo_lumo_gap_ev=11.0
O 1.692 0.545 -0.074
C 0.963 -0.370 -0.049
C -0.759 -0.140 0.025
O -0.809 1.201 -0.101
H 1.159 -1.559 0.059
H -1.112 -0.501 0.983
H -1.231 -0.662 -0.795
H 0.097 1.487 -0.048


Entry 4:
70
Properties=species:S:1:pos:R:3 method="wB97M-V/def2-TZVPD" de_lowest_kj_mol=198.8 total_charge=+4 homo_ev="-19.36 / -19.36" homo_lumo_gap_ev="6.6 / 4.5" spin_multiplicity=4
P -3.300 0.352 -2.742
C -4.115 -1.302 -2.700
H -4.905 -1.331 -3.451
H -4.573 -1.470 -1.722
H -3.394 -2.098 -2.884
C -4.306 1.067 -4.091
H -3.767 1.279 -5.009
H -4.706 2.009 -3.707
H -5.141 0.400 -4.295
C -1.686 -0.118 -3.513
H -1.654 0.173 -4.575
H -1.517 -1.208 -3.424
H -0.844 0.369 -2.991
P 4.255 -1.744 0.560
C 3.920 -3.380 1.252
H 4.869 -3.886 1.345
H 3.224 -3.888 0.585
H 3.455 -3.207 2.228
C 5.189 -1.990 -0.965
H 5.509 -0.999 -1.331
H 4.535 -2.472 -1.706
H 6.042 -2.604 -0.696
C 5.566 -1.104 1.626
H 6.360 -1.845 1.593
H 5.144 -0.985 2.628
H 5.892 -0.137 1.219
P -3.331 1.978 1.760
C -3.357 0.736 3.140
H -3.724 1.298 4.013
H -2.365 0.337 3.359
H -4.007 -0.118 2.956
C -1.641 2.576 2.275
H -1.721 2.946 3.302
H -1.282 3.383 1.633
H -0.868 1.790 2.246
C -4.457 3.292 2.358
H -4.483 3.270 3.453
H -5.466 3.128 1.967
H -4.209 4.302 2.015
Tc 1.089 1.199 -0.490
C 1.064 -0.703 -1.140
O 1.019 -1.855 -1.354
C 1.460 0.284 1.260
O 1.627 -0.335 2.258
C 2.188 2.756 0.317
C 0.922 3.226 0.012
C 0.382 3.033 -1.256
C 1.152 2.375 -2.216
C 2.419 1.905 -1.927
C 2.943 2.052 -0.634
H 2.570 2.797 1.343
H 0.278 3.629 0.797
H -0.667 3.264 -1.484
H 0.712 2.199 -3.201
H 2.991 1.365 -2.684
H 3.908 1.619 -0.354
C -4.463 -3.686 2.160
C -3.135 -3.122 1.740
C -2.754 -3.096 0.400
C -1.555 -2.483 0.042
N -0.727 -1.930 0.938
C -1.045 -2.023 2.232
C -2.246 -2.586 2.681
H -5.293 -3.052 1.816
H -4.616 -4.684 1.726
H -4.541 -3.773 3.248
H -3.378 -3.541 -0.383
H -1.256 -2.446 -1.011
H -0.325 -1.631 2.954
H -2.479 -2.594 3.742


Entry 5:
22
Properties=species:S:1:pos:R:3 method="wB97M-V/def2-TZVPD" de_lowest_kj_mol=101.6 homo_ev=-9.24 homo_lumo_gap_ev=10.3
C -0.139 -2.662 0.115
C 0.473 -1.297 -0.201
C -0.459 -0.086 0.001
C -1.103 0.404 -1.342
C 0.238 1.034 0.788
C 1.538 1.480 0.120
N -0.569 2.160 1.202
H -0.192 -2.715 1.221
H -1.030 -2.858 -0.474
H 0.468 -3.572 0.042
H 1.425 -1.200 0.327
H 0.854 -1.275 -1.237
H -1.306 -0.506 0.557
H -1.689 -0.481 -1.589
H -0.382 0.674 -2.119
H -1.726 1.289 -1.267
H 0.445 0.436 1.695
H 2.348 1.491 0.849
H 1.390 2.440 -0.385
H 1.904 0.877 -0.717
H -1.248 1.886 1.914
H -1.240 2.482 0.501


Entry 6:
69
Properties=species:S:1:pos:R:3 method="wB97M-V/def2-TZVPD" de_lowest_kj_mol=0.0 total_charge=+1 homo_ev="-9.46 / -10.86" homo_lumo_gap_ev="7.2 / 6.5" spin_multiplicity=6
Ru 1.079 0.099 0.122
N 3.353 1.449 0.976
N 4.578 0.910 0.576
C 4.644 -0.180 -0.216
N 5.857 -0.638 -0.548
S 3.284 -0.987 -0.773
H 3.182 2.370 0.562
H 3.301 1.519 1.992
H 5.440 1.385 0.833
H 6.712 -0.194 -0.255
H 5.914 -1.444 -1.147
C 2.337 -0.614 3.559
Si 0.709 -0.518 2.498
C -0.484 0.532 3.603
C -0.040 -2.294 2.360
C -1.384 -2.460 2.029
C -1.953 -3.719 1.963
C -1.179 -4.844 2.204
C 0.165 -4.698 2.499
C 0.730 -3.436 2.569
H 2.164 -1.270 4.405
H 2.586 0.364 3.958
H 3.196 -0.993 3.013
H -0.672 -0.006 4.530
H -1.439 0.718 3.121
H -0.046 1.493 3.857
H -2.002 -1.593 1.822
H -3.001 -3.814 1.719
H -1.625 -5.826 2.155
H 0.784 -5.566 2.676
H 1.779 -3.342 2.805
C -1.580 4.862 -1.881
Si -0.301 5.047 -0.476
C -1.121 5.768 1.087
C 1.244 6.065 -0.953
C 0.261 3.294 -0.180
C 0.632 2.126 -0.131
H -1.998 5.819 -2.174
H -2.398 4.225 -1.554
H -1.140 4.405 -2.762
H -1.499 6.767 0.890
H -0.423 5.839 1.915
H -1.959 5.157 1.409
H 0.963 7.062 -1.276
H 1.803 5.603 -1.761
H 1.914 6.175 -0.104
Te -1.784 0.410 -0.823
C -3.266 -1.022 -1.551
C -4.262 -0.533 -2.389
C -5.281 -1.369 -2.813
C -5.311 -2.692 -2.409
C -4.307 -3.182 -1.591
C -3.281 -2.355 -1.168
C -0.154 -0.692 -1.709
C 0.355 -0.330 -2.961
C 1.118 -1.224 -3.686
C 1.416 -2.479 -3.161
C 0.965 -2.832 -1.904
C 0.175 -1.950 -1.165
H -4.247 0.503 -2.698
H -6.054 -0.983 -3.460
H -6.120 -3.337 -2.714
H -4.324 -4.214 -1.272
H -2.505 -2.753 -0.528
H 0.112 0.640 -3.372
H 1.476 -0.958 -4.669
H 2.007 -3.175 -3.735
H 1.206 -3.799 -1.489
H -0.300 -2.297 -0.251


Entry 7:
13
Properties=species:S:1:pos:R:3 method="wB97M-V/def2-TZVPD" de_lowest_kj_mol=105.4 homo_ev=-8.89 homo_lumo_gap_ev=8.0
C -1.715 -0.210 -0.798
S -1.491 1.329 0.138
C 0.285 1.206 0.128
S 1.169 2.489 0.652
C 1.083 -0.037 -0.258
Cl 2.785 0.159 -0.435
C 0.865 -0.699 1.157
O -0.069 -1.443 1.405
H -1.355 -0.151 -1.803
H -2.802 -0.427 -0.839
H -1.176 -1.004 -0.184
H 0.707 -0.771 -0.970
H 1.713 -0.440 1.807


Entry 8:
18
Properties=species:S:1:pos:R:3 method="wB97M-V/def2-TZVPD" de_lowest_kj_mol=365.8 homo_ev=-7.69 homo_lumo_gap_ev=8.5
O -0.146 0.960 -1.624
C -0.525 0.860 -0.253
C -1.404 -0.397 -0.036
C -0.337 -1.514 -0.352
C 1.086 -0.763 -0.231
C 0.732 0.422 0.635
O 0.599 0.024 1.998
C 0.265 1.860 0.453
H -0.898 1.334 -2.129
H -2.202 -0.496 -0.701
H -1.742 -0.415 1.002
H -0.484 -1.868 -1.335
H -0.355 -2.382 0.284
H 1.876 -1.324 0.266
H 1.483 -0.495 -1.258
H 1.315 -0.630 2.140
H 0.697 2.536 -0.302
H 0.042 2.287 1.443


Entry 9:
67
Properties=species:S:1:pos:R:3 method="wB97M-V/def2-TZVPD" de_lowest_kj_mol=0.0 total_charge=+1 homo_ev=-10.40 homo_lumo_gap_ev=8.2
Pt -0.291 0.965 0.165
C 2.643 1.112 1.021
N 1.567 1.699 0.239
C 1.756 2.774 -0.466
C 0.655 3.291 -1.172
C 0.447 4.342 -2.067
C -0.891 4.266 -2.443
C -1.446 3.178 -1.762
N -0.520 2.592 -0.992
C 2.352 1.112 2.504
C 2.821 0.068 3.293
C 2.590 0.058 4.662
C 1.887 1.098 5.254
C 1.420 2.145 4.472
C 1.648 2.151 3.103
H 3.561 1.672 0.821
H 2.799 0.086 0.684
H 2.737 3.239 -0.493
H 1.181 5.060 -2.396
H -1.413 4.914 -3.128
H -2.459 2.814 -1.822
H 3.373 -0.743 2.830
H 2.965 -0.758 5.267
H 1.714 1.097 6.323
H 0.882 2.966 4.930
H 1.278 2.971 2.498
C -0.531 -3.579 -2.816
O -0.744 -2.327 -2.171
H 0.459 -3.609 -3.278
H -1.286 -3.774 -3.582
H -0.597 -4.342 -2.045
C -4.584 1.219 -0.385
S -3.196 0.288 -1.010
C -3.910 -1.342 -1.002
O -2.237 0.233 0.187
H -5.388 1.177 -1.119
H -4.254 2.249 -0.258
H -4.896 0.796 0.569
H -4.690 -1.392 -1.761
H -4.309 -1.548 -0.010
H -3.091 -2.019 -1.242
C 2.955 -4.140 2.307
C 1.842 -3.905 1.287
C 1.036 -2.681 1.572
N 0.925 -1.686 0.773
N 0.125 -0.693 1.278
C -0.346 -0.940 2.478
N -1.109 -0.087 3.170
S 0.149 -2.481 3.068
H 3.513 -5.040 2.056
H 2.555 -4.268 3.315
H 3.653 -3.302 2.324
H 1.174 -4.770 1.259
H 2.250 -3.779 0.284
H -1.285 0.824 2.776
H -1.419 -0.296 4.100
F -0.403 2.113 -5.347
C -0.482 1.011 -4.582
C -1.550 0.153 -4.758
C -1.630 -0.982 -3.963
C -0.654 -1.231 -3.007
C 0.420 -0.364 -2.857
C 0.511 0.768 -3.654
H -2.295 0.373 -5.511
H -2.452 -1.675 -4.094
H 1.182 -0.590 -2.123
H 1.332 1.466 -3.558


Entry 10:
15
Properties=species:S:1:pos:R:3 method="wB97M-V/def2-TZVPD" de_lowest_kj_mol=502.6 total_charge=+1 homo_ev=-13.70 homo_lumo_gap_ev=9.9
C -0.929 0.195 0.177
C 2.085 -0.035 -0.763
C 1.289 -0.436 0.447
C -1.953 -0.832 -0.152
N -1.311 1.417 0.287
N 2.162 0.569 0.527
H 2.864 -0.805 -0.962
H 1.605 0.236 -1.707
H 0.959 -1.459 0.910
H -1.888 -1.392 -1.037
H -2.986 -0.377 -0.221
H -1.808 -1.589 0.739
H -2.286 1.702 0.001
H 2.990 0.679 1.050
H -0.793 2.129 0.702


Entry 11:
18
Properties=species:S:1:pos:R:3 method="wB97M-V/def2-TZVPD" de_lowest_kj_mol=265.3 homo_ev=-9.29 homo_lumo_gap_ev=9.8
N -0.430 -3.082 -0.090
C -1.037 -1.940 0.512
C -0.382 -0.428 0.440
C -1.279 0.502 1.226
O -0.834 1.545 1.748
H 0.560 -3.007 -0.347
H -1.179 -3.420 -0.685
H -2.029 -1.807 0.078
H -1.276 -2.063 1.608
H -0.324 -0.097 -0.490
H 0.693 -0.419 0.863
H -2.179 0.062 1.644
O 2.591 2.460 -0.200
H 1.812 2.320 0.343
H 3.352 2.428 0.335
O 0.597 2.095 -2.592
H 1.253 1.971 -1.910
H 0.093 2.882 -2.483


| no. | F_max (eV Å⁻¹) |
| --- | --- |
| 1 | 2.36 |
| 2 | 1.21 |
| 3 | 6.50 |
| 4 | 7.30 |
| 5 | 1.91 |
| 6 | 2.14 |
| 7 | 2.58 |
| 8 | 2.48 |
| 9 | 0.17 |
| 10 | 3.38 |
| 11 | 5.26 |